Entry 1:
20
Properties=species:S:1:pos:R:3:forces:R:3:mulliken_charge:R:1 method="wB97M-V/def2-TZVPD" relative_energy_ev=0.7306 homo_lumo_gap_ev=11.29 charge=+1 total_energy_ha=-344.74000 multiplicity=1 homo_ha=-0.522
C 0.804 2.221 -1.547 0.69 -0.02 -0.67 -1.19
C 0.469 1.977 -0.116 -1.53 -0.60 1.46 0.85
O -0.343 1.096 0.255 0.41 0.98 -1.19 -0.73
N 1.042 2.683 0.875 0.37 0.21 -1.39 -0.39
H 0.151 1.811 -2.324 -0.45 -0.21 0.78 0.32
H 1.749 1.680 -1.707 0.12 0.55 -0.10 0.32
H 0.770 2.433 1.806 0.08 0.13 0.26 0.24
H 1.722 3.403 0.690 -0.09 -0.04 0.21 0.21
H 0.881 3.278 -1.808 0.44 -0.06 0.29 0.37
C -0.186 -1.461 0.550 1.54 -0.94 -0.84 -0.21
C -0.331 -2.924 0.922 -1.09 -0.56 1.01 -1.25
N -1.279 -1.108 -0.430 -0.57 0.90 0.00 -0.32
H -0.187 -0.781 1.390 -0.54 -0.07 0.06 0.38
H 0.785 -1.262 0.061 -0.59 -0.12 -0.11 0.28
H -1.186 -2.984 1.604 -0.28 -0.14 -0.17 0.36
H 0.432 -3.398 1.547 0.45 0.62 -0.45 0.36
H -2.176 -1.123 0.060 0.07 0.38 0.20 0.37
H -1.130 -0.084 -0.800 0.05 -1.68 0.95 0.34
H -1.435 -1.838 -1.130 0.65 0.28 -0.22 0.35
H -0.552 -3.620 0.102 0.27 0.39 -0.08 0.33

Entry 2:
18
Properties=species:S:1:pos:R:3:forces:R:3:mulliken_charge:R:1 method="wB97M-V/def2-TZVPD" relative_energy_ev=0.0000 homo_lumo_gap_ev=10.64 total_energy_ha=-3060.63672 multiplicity=1 homo_ha=-0.363 smiles="C=C(C)[Si](C)(C)Br"
C -1.223 -0.958 1.443 -3.08 -0.08 -0.82 -0.82
C -0.108 -0.476 0.995 2.51 1.96 0.11 0.65
C 1.093 -0.483 1.928 0.44 -1.23 -0.41 -1.23
C 0.515 2.046 -0.886 0.03 -1.51 1.28 -1.13
C -1.082 -0.529 -1.972 1.42 -2.21 2.08 -1.09
Si 0.188 0.153 -0.728 0.74 -0.57 -1.86 0.63
Br 2.174 -1.066 -1.389 -1.06 0.95 0.43 -0.41
H -2.088 -0.952 0.712 0.69 -0.47 1.39 0.20
H -1.329 -1.224 2.500 -0.31 -0.16 -0.49 0.28
H 1.628 -1.338 1.422 0.34 0.82 1.15 0.29
H 0.714 -0.811 2.915 0.60 0.24 -0.32 0.32
H 1.795 0.391 2.031 -0.98 -0.72 -0.42 0.25
H 1.031 2.308 0.037 0.29 0.21 -0.02 0.28
H 1.061 2.390 -1.722 1.12 -0.21 -0.96 0.38
H -0.334 2.680 -0.931 -1.40 0.16 0.27 0.40
H -1.385 -1.573 -1.625 0.69 1.09 -0.50 0.29
H -1.927 0.032 -1.748 -1.88 1.37 -0.51 0.38
H -0.722 -0.589 -2.982 -0.17 0.36 -0.39 0.34

Entry 3:
13
Properties=species:S:1:pos:R:3:forces:R:3:mulliken_charge:R:1 method="wB97M-V/def2-TZVPD" relative_energy_ev=2.4127 homo_lumo_gap_ev=10.10 total_energy_ha=-195.20337 multiplicity=1 homo_ha=-0.326 smiles="C[C@H]1C=CC1"
C 1.697 -0.366 0.269 -0.83 3.40 0.03 -0.46
C 0.987 0.763 0.574 1.39 -2.06 0.79 -0.53
C 0.681 -0.871 -0.657 -1.96 -0.86 0.94 -0.49
C -0.133 0.482 -0.336 -2.67 -3.45 2.79 -0.22
C -1.808 0.253 0.261 3.72 -0.43 -2.99 -0.98
H 2.662 -0.694 0.506 1.13 -0.57 0.52 0.45
H 1.114 1.452 1.368 0.17 0.93 0.43 0.41
H 0.906 -1.041 -1.701 0.09 -0.49 -0.15 0.31
H 0.276 -1.767 -0.050 -0.14 0.99 -1.77 0.19
H -0.223 1.150 -1.100 -0.27 1.64 -2.39 0.43
H -2.262 -0.056 -0.748 0.08 0.40 1.90 0.25
H -2.100 1.234 0.594 -0.49 0.09 0.21 0.33
H -1.796 -0.539 1.021 -0.22 0.41 -0.32 0.31

Entry 4:
16
Properties=species:S:1:pos:R:3:forces:R:3:mulliken_charge:R:1 method="wB97M-V/def2-TZVPD" relative_energy_ev=1.7358 homo_lumo_gap_ev=9.50 total_energy_ha=-305.01086 multiplicity=1 homo_ha=-0.317 smiles="C=CN.NCO"
C 1.795 0.651 -0.061 -0.42 1.15 0.34 0.08
C 2.064 -0.624 -0.245 0.06 -0.76 -0.52 -0.81
N 1.235 1.482 -1.051 -0.94 0.31 -0.39 -0.61
H 1.948 1.163 0.889 0.58 -0.22 -0.07 0.29
H 2.638 -1.232 0.435 -0.27 0.05 0.37 0.28
H 1.778 -1.087 -1.187 0.25 0.05 0.02 0.26
H -1.313 1.035 0.865 0.08 0.01 0.04 0.29
H 1.105 2.448 -0.780 0.51 -0.04 0.38 0.29
H 0.276 1.234 -1.297 0.35 -0.49 -0.10 0.24
N -1.705 -1.311 1.019 0.38 -0.12 0.42 -0.57
C -1.680 -0.571 -0.193 0.01 0.28 0.08 -0.08
O -1.534 0.863 -0.054 -0.36 -0.18 0.01 -0.56
H -2.389 -1.026 1.710 -0.09 0.04 -0.28 0.23
H -0.791 -1.370 1.452 -0.06 -0.01 -0.03 0.25
H -2.610 -0.749 -0.733 0.09 0.13 -0.13 0.28
H -0.817 -0.906 -0.768 -0.14 -0.22 -0.14 0.17

Entry 5:
9
Properties=species:S:1:pos:R:3:forces:R:3:mulliken_charge:R:1 method="wB97M-V/def2-TZVPD" relative_energy_ev=4.3523 homo_lumo_gap_ev=9.33 total_energy_ha=-317.37238 multiplicity=1 homo_ha=-0.325
O -1.809 -1.287 -0.628 0.08 0.41 -0.04 -0.43
C -0.934 -0.532 0.023 0.87 0.90 -0.71 0.38
N 0.146 -0.870 0.569 -0.48 -0.01 -0.28 -0.14
N 1.189 -0.100 0.601 -0.39 0.71 -0.10 -0.36
C 0.436 1.536 -0.154 -0.11 -1.77 0.64 0.13
N -0.658 1.256 -0.589 0.85 -1.18 0.86 -0.46
H -1.331 -1.906 -1.210 -0.20 0.23 0.24 0.33
H 1.723 -0.357 1.447 -0.14 0.77 -0.40 0.23
H 1.236 2.259 -0.058 -0.47 -0.08 -0.20 0.32